Entry 1:
The following is a quantum chemistry calculation of a 9-piece molecular cluster, C63H63BF12INO7S2 overall in a non-equilibrium geometry, from the OMol25 dataset.

XYZ file:
```
150
Properties=species:S:1:pos:R:3:lowdin_charge:R:1
I -1.51 -3.20 -1.65 0.7989
S -4.14 0.23 5.46 0.9059
S -1.37 -3.02 3.14 0.8321
F 1.90 -5.12 4.04 0.1595
F -0.81 3.36 5.08 0.1384
F -2.84 2.84 4.54 0.0746
F 2.27 -5.57 1.31 0.1297
F -2.21 2.73 6.62 0.1650
F 1.17 -2.16 3.66 0.1035
F 0.27 -3.57 5.05 0.1144
F 0.14 -5.49 2.82 0.1279
F 4.13 -3.87 0.92 0.1696
F 2.84 -2.18 1.33 0.1061
F 3.70 -3.27 3.01 0.1834
F 1.09 -3.83 0.73 0.1139
O -1.61 -3.39 1.75 -0.3148
O -1.94 -1.37 5.06 -0.1057
O -1.58 -1.64 7.70 0.1703
O 0.33 1.61 6.88 0.0665
O -2.60 0.41 8.29 0.1667
O -2.13 -3.99 3.93 -0.2600
O 0.70 -0.27 5.85 -0.0148
N -0.88 0.82 3.75 0.1934
C -9.89 1.60 7.96 -0.0929
C -2.09 -1.40 3.65 -0.2542
C -0.01 0.79 6.03 -0.6099
C 1.11 -4.54 3.08 -0.3116
C -2.93 0.62 2.32 -0.1143
C 8.07 0.01 -9.60 -0.1011
C 2.44 5.41 -2.60 -0.0906
C -5.71 5.88 4.65 -0.0985
C 1.67 3.30 -0.96 -0.1026
C 8.18 1.32 -9.14 -0.0956
C 2.87 -2.57 10.33 -0.1119
C -1.64 -0.11 2.86 -0.2971
C 1.62 -4.97 -9.90 -0.0989
C 1.40 -0.41 9.39 -0.0710
C 0.57 -3.12 -8.76 -0.0983
C 5.95 -4.55 -12.01 -0.0941
C -0.74 -0.35 1.58 -0.1196
C 5.34 -3.86 -10.97 -0.0994
C 2.22 -2.65 9.10 -0.0924
C 1.46 -3.60 -9.72 -0.0910
C 7.69 -0.74 -7.35 -0.0940
C -2.33 -0.14 5.68 -0.4855
C -1.34 0.98 5.15 -0.1450
C 0.88 -5.86 -9.13 -0.0946
C 0.42 -0.97 -5.81 -0.0883
C 2.05 4.52 -0.40 -0.0985
C 7.83 -1.02 -8.70 -0.0982
C -1.79 2.45 5.37 -0.4835
C -2.92 1.79 1.63 0.0400
C 8.04 1.60 -7.78 -0.1000
C -9.24 2.78 7.62 -0.0892
C -7.07 5.80 4.36 -0.1071
C 0.40 -3.28 3.71 -0.3816
C -0.17 -4.01 -7.99 -0.1009
C -1.49 -0.69 0.25 -0.2784
C -7.61 1.52 6.37 -0.1045
C 2.07 4.19 -3.16 -0.0925
C 6.61 -3.86 -13.02 -0.0953
C 1.68 3.14 -2.34 -0.0936
C 2.78 -1.41 11.08 -0.1126
C 1.48 -1.57 8.63 -0.0830
C -5.11 7.11 4.88 -0.0946
C -8.10 2.74 6.83 -0.0909
C 0.12 1.76 -5.44 -0.1110
C 1.01 1.29 -6.40 -0.0876
C -7.23 8.20 4.54 -0.0958
C 1.17 -0.08 -6.58 -0.0932
C -9.40 0.38 7.51 -0.0944
C -5.88 8.27 4.83 -0.0950
C 7.79 0.56 -6.89 -0.0986
C 2.04 -0.33 10.61 -0.0961
C -0.02 -5.38 -8.18 -0.0935
C 6.06 -1.78 -11.94 -0.1085
C -8.26 0.34 6.72 -0.0981
C 5.41 -2.47 -10.93 -0.1076
C 6.66 -2.47 -12.98 -0.0928
C -7.83 6.96 4.31 -0.0954
C 2.43 5.57 -1.22 -0.0938
C 3.18 -3.44 1.79 -0.4564
C 1.87 -4.32 1.73 -0.2805
C -0.62 0.87 -4.68 -0.1065
C -0.56 -1.43 -0.82 -0.5932
C -0.47 -0.49 -4.86 -0.0962
B -2.18 -0.44 7.29 -0.6323
H -3.67 2.59 1.70 0.0901
H 0.46 -1.63 -0.43 0.0414
H 4.83 -4.40 -10.18 0.0952
H 6.11 -0.70 -11.91 0.0977
H -3.31 1.01 8.01 0.0887
H -0.60 -6.08 -7.59 0.1009
H 3.45 -3.41 10.69 0.0936
H -1.05 -1.19 -4.27 0.0622
H -4.06 7.17 5.10 0.1011
H 1.59 1.98 -7.00 0.1025
H 1.00 -6.93 -9.27 0.1007
H 7.17 -1.93 -13.77 0.1011
H -10.78 1.63 8.57 0.1017
H 0.45 -2.05 -8.62 0.0877
H 0.54 -2.04 -5.95 0.0910
H -5.41 9.23 5.02 0.1010
H 2.04 -2.90 -10.32 0.0969
H -0.86 1.74 3.26 0.1825
H -2.04 1.95 0.95 0.0803
H -1.89 0.21 -0.29 0.0998
H 0.00 2.83 -5.30 0.0980
H 7.49 -1.55 -6.65 0.1004
H 2.08 4.06 -4.23 0.0951
H 0.83 0.43 9.02 0.0933
H -8.89 6.91 4.08 0.1010
H 2.73 6.23 -3.24 0.1022
H 7.67 0.78 -5.83 0.0995
H 7.75 -2.04 -9.06 0.0990
H -0.43 -0.74 -1.69 0.0257
H 2.05 4.64 0.68 0.0992
H 1.39 2.19 -2.77 0.0893
H 8.12 2.61 -7.43 0.0991
H -2.14 -2.01 8.40 0.1336
H -7.83 9.10 4.49 0.1008
H -4.85 -0.93 5.65 -0.0490
H 2.28 -3.56 8.52 0.0955
H 7.08 -4.40 -13.83 0.1004
H -6.72 1.49 5.75 0.0568
H 8.37 2.13 -9.84 0.0996
H 1.37 2.48 -0.32 0.0846
H -3.95 0.20 2.55 0.1064
H 5.90 -5.64 -12.04 0.1006
H 2.72 6.52 -0.78 0.1020
H -5.12 4.97 4.68 0.0909
H -0.21 0.64 1.40 0.1288
H -9.91 -0.54 7.77 0.1014
H 3.29 -1.34 12.04 0.0936
H 2.32 -5.34 -10.64 0.0957
H -7.59 3.66 6.56 0.0902
H 0.12 0.50 3.72 0.1921
H -7.54 4.84 4.18 0.0951
H 0.98 -1.64 7.68 0.0727
H 4.95 -1.93 -10.11 0.1025
H 1.87 -0.45 -7.32 0.0991
H -9.62 3.73 7.97 0.1029
H 8.18 -0.20 -10.66 0.0909
H -3.20 -1.53 3.46 0.1431
H -2.39 -1.34 0.41 0.0792
H -0.86 -3.64 -7.25 0.0977
H -7.87 -0.61 6.37 0.0950
H 1.97 0.58 11.21 0.0967
H 0.08 -1.10 1.71 0.1015
H -1.31 1.25 -3.93 0.1007
```

Summary:
Spin multiplicity: 1
HOMO level in eV: -8.33
Kohn-Sham gap in eV: 7.448

---

Entry 2:
The following is a quantum chemistry calculation of C10H9GdN2O5 as an isolated structure in a non-equilibrium geometry, from the OMol25 dataset.

XYZ file:
```
27
Properties=species:S:1:pos:R:3:lowdin_charge:R:1
Gd -0.45 -1.24 -1.23 1.0740
O -2.33 0.82 -3.63 0.1588
O -1.89 -4.09 -2.98 0.1945
O 1.38 -3.83 0.60 0.1843
O 1.08 0.45 -6.13 0.0746
O -3.29 -1.47 1.12 0.1790
N 0.51 1.49 0.18 0.0488
N 0.12 0.18 0.48 -0.1572
C -0.10 -1.17 2.60 -0.0199
C -2.45 -1.44 0.33 -0.0118
C -1.71 0.16 -2.90 -0.0405
C 0.55 0.17 -5.15 0.0163
C -1.48 -3.20 -2.38 -0.0442
C 1.32 3.56 1.28 0.0170
C 0.24 0.06 1.84 -0.3018
C 0.80 -3.05 -0.03 -0.0230
C 0.87 2.16 1.29 -0.2498
C 0.71 1.27 2.35 0.0582
H 0.51 1.87 -0.76 0.1707
H 0.91 -1.53 -2.56 -0.0611
H -0.88 -0.94 3.35 0.1217
H 0.91 1.48 3.38 0.1418
H 0.67 4.19 1.90 0.1115
H 1.33 3.97 0.27 0.0936
H -0.47 -1.98 1.95 0.0302
H 2.34 3.65 1.69 0.1124
H 0.79 -1.52 3.14 0.1221
```

Summary:
Total charge: +2
Spin multiplicity: 8
HOMO level (alpha / beta) in eV: -16.46 / -16.48
Kohn-Sham gap (alpha / beta) in eV: 7.426 / 7.608

---

The calculation returns the following calculated total energy values, one per record and in order: -145229.24603; -44548.77766 eV.
The calculation returns the following molecular weight values, one per record and in order: 1376.02; 394.44 g mol⁻¹.